No. 1
Formula: C3H5NS2
Source: the OMol25 dataset
Level of theory: ωB97M-V/def2-TZVPD

```
11
Properties=species:S:1:pos:R:3:mulliken_charge:R:1
C 1.21 1.25 -0.16 -0.92
C -0.16 -0.84 0.08 0.54
C -1.52 -1.31 0.28 -0.43
H 1.75 1.71 0.65 0.28
H 1.89 0.67 -0.69 0.35
H 0.93 2.02 -0.89 0.32
H -0.79 0.96 0.32 0.17
H -1.57 -2.31 0.68 0.35
N 0.06 0.47 0.20 -0.13
S 1.00 -2.12 -0.20 -0.28
S -2.81 -0.49 -0.25 -0.24
```

Values from the calculation:
molar mass = 119.2 g/mol
total energy = -968.40194 Eh
relative energy (zero: lowest compared OMol25 entry of this formula, charge and spin) = 1.1740 eV
2S+1 = 1
net charge = 0
lowest unoccupied orbital energy = -1.47 eV

***

No. 2
Formula: C3H5NS2
Source: the OMol25 dataset
Level of theory: ωB97M-V/def2-TZVPD

```
11
Properties=species:S:1:pos:R:3:mulliken_charge:R:1
C -2.25 1.04 0.13 0.39
C -0.04 -1.66 2.22 -0.20
C 0.76 1.60 -0.77 -0.75
N -2.74 0.30 -0.60 -0.40
S -1.49 2.30 1.05 -0.07
S 0.35 1.35 1.00 -0.07
H -0.22 -2.78 2.15 0.20
H 0.06 -1.12 1.34 0.03
H 0.36 0.69 -1.38 0.28
H 1.89 1.60 -1.01 0.31
H 0.20 2.49 -1.21 0.28
```

Values from the calculation:
molar mass = 119.2 g/mol
total energy = -968.21768 Eh
relative energy (zero: lowest compared OMol25 entry of this formula, charge and spin) = 6.1878 eV
2S+1 = 1
net charge = 0
lowest unoccupied orbital energy = -1.14 eV

***

No. 3
Formula: C3H5NS2
Source: the OMol25 dataset
Level of theory: ωB97M-V/def2-TZVPD

```
11
Properties=species:S:1:pos:R:3:mulliken_charge:R:1
C 0.98 -1.65 1.45 -0.82
C -0.22 0.83 -1.22 0.15
C -1.39 1.63 -0.99 -0.43
H 1.31 -2.70 1.75 0.32
H -0.07 -1.79 1.39 0.30
H 1.13 -0.90 2.21 0.31
H 0.57 1.10 -1.95 0.31
H -2.12 1.39 -0.22 0.34
N 0.05 -0.01 -0.29 -0.31
S 1.29 -1.15 -0.37 0.02
S -1.54 3.27 -1.75 -0.18
```

Values from the calculation:
molar mass = 119.2 g/mol
total energy = -968.33986 Eh
relative energy (zero: lowest compared OMol25 entry of this formula, charge and spin) = 2.8634 eV
2S+1 = 1
net charge = 0
lowest unoccupied orbital energy = -1.61 eV

***

No. 4
Formula: C3H5NS2
Source: the OMol25 dataset
Level of theory: ωB97M-V/def2-TZVPD

```
11
Properties=species:S:1:pos:R:3:mulliken_charge:R:1
C 3.07 1.06 -0.77 0.50
C -1.22 0.23 0.11 0.00
C -1.29 -1.19 0.86 -0.85
N -0.60 0.24 -0.95 -0.48
S 2.30 0.24 0.32 -0.23
S 3.88 1.79 -1.85 -0.29
H -1.90 1.08 0.49 0.33
H -0.45 -1.29 1.50 0.22
H -1.27 -2.03 0.19 0.27
H -2.16 -1.18 1.50 0.31
H -0.35 1.04 -1.41 0.21
```

Values from the calculation:
molar mass = 119.2 g/mol
total energy = -968.39094 Eh
relative energy (zero: lowest compared OMol25 entry of this formula, charge and spin) = 1.4733 eV
2S+1 = 1
net charge = 0
lowest unoccupied orbital energy = 0.05 eV